No. 1
The following is a quantum chemistry calculation of a molecular structure, C63H134B5BaF20N7O3, from the OMol25 dataset.

Last column: Löwdin charge in e.
Element x y z (Å)
Ba -0.1422 -0.8091 0.2520  2.355
C 4.8135 0.6267 -2.5707  -0.096
C 4.4927 1.6366 -3.6460  -0.254
C 3.1242 2.2725 -3.3616  -0.177
C 2.5510 3.2188 -4.4749  -0.050
N 1.0500 3.6835 -4.1850  -0.206
C 0.8921 4.4469 -2.8850  -0.087
C -0.3601 5.3537 -3.0506  -0.142
C -0.2637 5.7215 -4.4686  -0.182
C 0.5805 4.7168 -5.2183  -0.082
C 0.0681 2.4654 -4.0901  0.056
H 4.8492 1.2203 -1.6572  0.083
H 5.7965 0.1710 -2.6898  0.080
H 4.0994 -0.1946 -2.6296  0.066
H 4.3913 1.2238 -4.6497  0.111
H 5.2670 2.3929 -3.7746  0.117
H 3.2307 2.6707 -2.3526  0.117
H 2.3779 1.4854 -3.2538  0.087
H 2.5995 2.7460 -5.4558  0.130
H 3.1974 4.0733 -4.6750  0.127
H 0.9469 3.7839 -2.0215  0.123
H 1.8046 5.0388 -2.8133  0.141
H -1.2924 4.8409 -2.8140  0.101
H -0.3029 6.2543 -2.4393  0.126
H -1.2574 5.8068 -4.9083  0.125
H 0.1825 6.6815 -4.7282  0.131
H -0.0297 4.1913 -5.9529  0.133
H 1.5038 5.1142 -5.6399  0.132
H 0.2963 1.7445 -4.8752  0.099
H -0.9018 2.9535 -4.1854  0.107
H 0.1467 1.9579 -3.1286  0.078
C 5.2033 3.3163 9.9534  -0.099
C 3.7822 3.4045 9.3561  -0.264
C 3.3840 2.0457 8.7512  -0.167
C 2.0469 2.1224 7.8182  -0.063
N 1.9249 0.8495 6.9439  -0.214
C 1.7833 -0.4690 7.8328  -0.061
C 0.8077 -1.3297 7.0685  -0.153
C 0.0254 -0.5007 6.0735  -0.132
C 0.5016 0.9590 6.2721  -0.081
C 2.9863 0.6576 5.8224  0.056
H 5.9855 3.1639 9.2098  0.073
H 5.1692 2.4841 10.6565  0.080
H 5.4719 4.2364 10.4723  0.080
H 3.6254 4.2987 8.7528  0.106
H 3.1478 3.5681 10.2272  0.107
H 3.2202 1.3682 9.5893  0.107
H 4.2844 1.6193 8.3091  0.097
H 2.0657 2.9289 7.0852  0.127
H 1.2139 2.1753 8.5192  0.128
H 2.7513 -0.9465 7.9847  0.132
H 1.5211 -0.0885 8.8200  0.123
H 1.3800 -2.0039 6.4313  0.113
H 0.2793 -2.0000 7.7465  0.132
H 0.2755 -0.7776 5.0493  0.105
H -1.0440 -0.5833 6.2675  0.124
H 0.6244 1.4929 5.3297  0.096
H -0.2243 1.4294 6.9352  0.127
H 2.6664 -0.1145 5.1227  0.103
H 3.9177 0.5107 6.3692  0.094
H 3.0233 1.6000 5.2760  0.095
C -5.5226 5.0256 -2.8763  -0.067
C -5.4096 4.2452 -1.4934  -0.244
C -5.7567 2.7740 -1.6315  -0.184
C -5.4655 2.0192 -0.3242  -0.076
N -5.8857 0.5047 -0.3051  -0.190
C -7.4360 0.1995 -0.2781  -0.052
C -7.8406 0.7681 1.0922  -0.131
C -6.6490 0.4260 1.9830  -0.149
C -5.5000 -0.0738 1.0819  -0.076
C -5.2603 -0.2606 -1.4864  0.023
H -4.8376 4.6132 -3.6171  0.062
H -5.2401 6.0607 -2.6848  0.071
H -6.5401 4.9333 -3.2562  0.078
H -6.1250 4.7497 -0.8439  0.110
H -4.4311 4.3626 -1.0278  0.083
H -5.1438 2.4068 -2.4546  0.107
H -6.7972 2.7357 -1.9539  0.123
H -5.8337 2.4955 0.5845  0.117
H -4.3827 1.9108 -0.2623  0.110
H -7.5218 -0.8738 -0.4475  0.136
H -7.9358 0.7187 -1.0958  0.128
H -8.7921 0.3510 1.4219  0.129
H -7.9635 1.8488 1.0208  0.113
H -6.9026 -0.3980 2.6499  0.124
H -6.2041 1.1917 2.6185  0.104
H -5.6126 -1.1550 1.0020  0.126
H -4.5231 0.2874 1.4033  0.127
H -5.3901 0.2821 -2.4227  0.085
H -5.6409 -1.2774 -1.5836  0.105
H -4.1775 -0.3058 -1.3697  0.090
C 1.9675 -1.0558 -9.0828  -0.103
C 0.6946 -1.8534 -8.7919  -0.249
C 0.0684 -1.5985 -7.4194  -0.177
C -1.3752 -2.2592 -7.3154  -0.072
N -2.0734 -2.1700 -5.9247  -0.219
C -3.5629 -2.4539 -6.0760  -0.067
C -4.3647 -1.6582 -4.9588  -0.100
C -3.3608 -0.5817 -4.5611  -0.175
C -2.0985 -0.7716 -5.3220  -0.127
C -1.2756 -3.0786 -4.9091  0.080
H 2.8625 -1.3224 -8.5208  0.072
H 1.9029 0.0193 -8.9154  0.072
H 2.3187 -1.1513 -10.1102  0.081
H 0.7602 -2.9203 -9.0054  0.118
H -0.0019 -1.4307 -9.5159  0.110
H -0.0734 -0.5212 -7.3332  0.102
H 0.7833 -1.8272 -6.6290  0.111
H -1.4564 -3.2966 -7.6398  0.136
H -1.9254 -1.6039 -7.9906  0.127
H -3.7513 -3.5241 -6.1612  0.136
H -3.9308 -2.0597 -7.0232  0.132
H -4.6631 -2.2442 -4.0895  0.108
H -5.2575 -1.2394 -5.4230  0.119
H -3.0526 -0.6094 -3.5159  0.096
H -3.7400 0.4337 -4.6758  0.125
H -1.1756 -0.4199 -4.8609  0.124
H -2.1105 -0.1359 -6.2073  0.129
H -0.2969 -2.6574 -4.6793  0.087
H -1.2919 -4.0719 -5.3576  0.107
H -1.8682 -2.9739 -4.0003  0.101
C 5.4313 -4.4989 0.2122  -0.018
C 5.4126 -3.1102 0.9428  -0.374
C 4.6097 -3.2559 2.2537  -0.103
C 4.8640 -2.1530 3.3165  -0.126
C 6.4157 -1.9124 3.6342  -0.112
C 7.1877 -1.6312 2.3812  -0.414
N 6.8464 -2.7173 1.3112  0.145
O 7.8218 -3.0854 0.4007  0.167
C 8.7113 -1.6202 2.7309  -0.019
C 6.9362 -0.2277 1.6856  0.020
C 4.7858 -2.1254 -0.1312  0.028
H 4.4512 -4.9754 0.2324  0.074
H 5.8954 -5.2849 0.8080  0.097
H 5.7433 -4.4670 -0.8317  0.092
H 4.7974 -4.2304 2.7044  0.132
H 3.5291 -3.2305 2.1131  0.103
H 4.4620 -2.4434 4.2871  0.109
H 4.2550 -1.2815 3.0762  0.097
H 6.7534 -2.7639 4.2250  0.129
H 6.6981 -1.1264 4.3346  0.130
H 8.9785 -2.5746 3.1846  0.098
H 9.0371 -0.8580 3.4388  0.105
H 9.3259 -1.4708 1.8432  0.090
H 5.9314 0.0593 1.3756  0.070
H 7.5016 -0.2294 0.7537  0.097
H 7.3530 0.5238 2.3561  0.105
H 3.7044 -2.2369 -0.2103  0.090
H 5.2589 -2.1602 -1.1126  0.097
H 4.8285 -1.1113 0.2661  0.063
C -2.7417 7.0839 1.3754  0.018
C -1.8732 6.6408 2.5682  -0.406
C -2.5283 6.9016 3.9033  -0.147
C -3.7003 5.9750 4.2612  -0.144
C -3.1813 4.5126 4.2733  -0.107
C -2.4896 4.0692 2.9256  -0.413
N -1.5259 5.1444 2.4813  0.175
O -0.5458 4.8029 1.4941  0.184
C -3.5343 3.8734 1.8322  0.009
C -1.7108 2.8198 3.3040  -0.014
C -0.4766 7.3970 2.7159  0.004
H -2.2446 7.0478 0.4061  0.097
H -2.9511 8.1410 1.5388  0.114
H -3.7498 6.6769 1.2965  0.080
H -2.8897 7.9279 3.9681  0.146
H -1.7953 6.7390 4.6934  0.131
H -4.5088 6.1068 3.5420  0.107
H -4.1714 6.1342 5.2311  0.128
H -3.9412 3.7647 4.4996  0.130
H -2.5090 4.3783 5.1207  0.123
H -4.1570 4.7671 1.7925  0.074
H -4.3094 3.1405 2.0559  0.094
H -3.1987 3.6523 0.8190  0.072
H -1.2834 2.4439 2.3744  0.063
H -2.3369 1.9909 3.6342  0.118
H -0.8442 2.8061 3.9649  0.092
H -0.2269 7.8075 1.7375  0.087
H 0.4179 6.8072 2.9159  0.087
H -0.3990 8.1693 3.4812  0.099
C -2.8618 -6.4613 -2.4743  -0.017
C -1.6043 -6.8691 -1.6518  -0.378
C -1.4063 -8.3957 -1.9050  -0.121
C 0.0077 -8.8694 -1.6671  -0.177
C 1.0584 -7.9886 -2.2915  -0.165
C 1.0697 -6.5501 -1.9411  -0.409
N -0.3552 -6.0435 -2.1166  0.152
O -0.4166 -4.7171 -1.9978  0.173
C 2.0440 -5.8925 -2.8935  -0.019
C 1.5423 -6.2945 -0.4190  0.036
C -1.8793 -6.5507 -0.1687  0.025
H -2.7627 -6.7091 -3.5311  0.086
H -3.2018 -5.4451 -2.2750  0.085
H -3.7330 -7.0651 -2.2203  0.104
H -1.5410 -8.5827 -2.9704  0.123
H -2.1130 -9.0045 -1.3410  0.144
H 0.0384 -9.9232 -1.9438  0.135
H 0.2151 -8.9242 -0.5984  0.118
H 1.0612 -8.1238 -3.3731  0.138
H 1.9928 -8.4308 -1.9459  0.145
H 1.5998 -5.6453 -3.8577  0.098
H 2.8155 -6.5972 -3.2036  0.101
H 2.6672 -5.0624 -2.5607  0.084
H 2.5878 -6.4096 -0.1329  0.089
H 1.1062 -6.9245 0.3562  0.081
H 1.3451 -5.2863 -0.0546  0.075
H -2.8162 -6.9824 0.1835  0.123
H -1.9087 -5.4702 -0.0283  0.078
H -1.0254 -6.8049 0.4592  0.085
B -2.9648 -2.5665 0.3923  -1.428
F -2.6980 -1.3773 1.0449  0.050
F -4.2962 -2.6703 0.0848  0.150
F -2.1742 -2.5672 -0.7724  0.044
F -2.6270 -3.6227 1.1910  0.172
B 1.3104 1.0716 2.2361  -1.603
F 2.2392 0.1594 1.9918  0.188
F 1.3267 1.8502 1.1927  0.230
F 0.0604 0.4639 2.4156  -0.021
F 1.6519 1.7330 3.4067  0.134
B 0.7088 -3.2637 2.3775  -1.454
F 1.3288 -3.0325 1.1725  0.056
F 1.5719 -2.8653 3.3882  0.145
F -0.3699 -2.4717 2.2818  0.075
F 0.3546 -4.5936 2.4312  0.164
B -1.4782 1.8687 -0.7954  -1.515
F -0.1116 1.7562 -0.9190  0.076
F -1.8491 1.3348 0.4090  0.081
F -1.9261 3.1844 -1.0784  0.114
F -1.9649 1.0197 -1.6960  0.181
B 1.3646 -1.4800 -2.6088  -1.452
F 0.1383 -1.8131 -2.1258  0.024
F 2.0128 -0.8415 -1.6175  0.113
F 2.1005 -2.5951 -3.0374  0.127
F 1.2029 -0.6163 -3.7197  0.101

## Properties
- Total charge: +4
- Molecular weight: 1609.2 g mol⁻¹
- E_HOMO: -17.41 eV
- LUMO energy: -11.0631 eV
- E_tot: -142494.54189 eV

***

No. 2
The following is a quantum chemistry calculation of 3 unconnected molecules or ions with the total composition CH8O2S, from the OMol25 dataset.

Last column: natural (NBO) charge in e.
Element x y z (Å)
C -1.2371 1.3897 0.2841  -0.809
S -2.1189 -0.1633 0.1684  0.703
H -1.3914 1.8327 -0.6994  0.294
H -0.1687 1.2239 0.4430  0.323
H -1.7943 1.9905 1.0126  0.310
H -1.1861 -1.0429 0.6018  0.158
H -0.1014 -1.3090 -0.9859  0.449
H 0.5315 -2.5346 -0.3650  0.495
O 0.7525 -1.6775 -0.7564  -0.908
H 1.8931 -0.6253 -0.0560  0.493
H 2.7227 0.7221 -0.0763  0.483
O 2.0981 0.1936 0.4291  -0.990

## Properties
- Total charge: +1
- Spin multiplicity: 2
- Molecular weight: 84.1 g mol⁻¹
- Energy above the lowest of the compared OMol25 structures with the same formula, charge and spin: 0.040 eV
- E_HOMO (spin up / spin down): -14.56 / -14.56 eV
- LUMO energy (spin up / spin down): -4.2641 / -9.6231 eV
- E_tot: -16087.30494 eV

***

No. 3
The following is a quantum chemistry calculation of a single C20H16N4 molecule, from the OMol25 dataset.

Last column: natural (NBO) charge in e.
Element x y z (Å)
C -3.5186 1.4429 -1.2125  -0.400
N -2.6376 0.3321 -0.7340  -0.456
C -2.4072 0.0977 0.6058  0.246
C -3.4788 0.0396 1.5121  -0.251
C -3.2870 -0.2009 2.8479  -0.198
C -1.9887 -0.3775 3.3295  -0.230
C -0.8918 -0.4530 2.4277  -0.168
C -1.1143 -0.1644 1.0684  -0.099
C 0.0459 0.0730 0.1029  -0.079
N 1.2802 -0.6001 0.4899  -0.214
N 1.4696 -1.9464 0.4263  -0.001
N 2.7398 -2.2326 0.6340  -0.216
C 3.3934 -1.0356 0.8339  0.015
C 4.7339 -0.8699 1.1255  -0.179
C 5.2298 0.4350 1.2826  -0.232
C 4.3387 1.5137 1.2074  -0.192
C 3.0034 1.3187 0.9260  -0.261
C 2.5156 0.0082 0.7300  0.158
C -0.3323 -0.2389 -1.3206  0.001
C 0.5518 -0.5973 -2.3288  -0.193
C 0.1245 -0.8422 -3.6326  -0.236
C -1.2060 -0.7087 -3.9553  -0.191
C -2.1499 -0.4161 -2.9423  -0.245
C -1.7129 -0.1059 -1.6546  0.159
H -3.9227 1.9652 -0.3513  0.213
H -4.3166 1.0336 -1.8327  0.199
H -2.9880 2.2043 -1.8102  0.204
H -4.4716 0.1908 1.1861  0.210
H -4.1547 -0.1703 3.5283  0.218
H -1.7738 -0.5405 4.3620  0.213
H 0.0987 -0.6751 2.7817  0.222
H 0.3034 1.1620 0.1069  0.224
H 5.3895 -1.7444 1.2331  0.231
H 6.3029 0.6202 1.5160  0.222
H 4.7189 2.5399 1.3482  0.220
H 2.3547 2.1760 0.8404  0.217
H 1.6399 -0.6460 -2.1184  0.218
H 0.8681 -1.1101 -4.3923  0.218
H -1.5429 -0.9772 -4.9438  0.213
H -3.2073 -0.4995 -3.2230  0.220

## Properties
- Total charge: 0
- Molecular weight: 312.4 g mol⁻¹
- Energy above the lowest of the compared OMol25 structures with the same formula, charge and spin: 0.050 eV
- E_HOMO: -7.80 eV
- LUMO energy: 0.5946 eV
- E_tot: -26959.14151 eV